(1)
ORCA calculation (the ωB97M-V functional and the def2-TZVPD basis) on the molecule CHN3O3S.

Geometry (Å):
S -0.6133 -1.8823 -0.7294
O -0.2083 0.4448 2.1161
O -1.0840 -0.9831 0.7047
O 0.7722 -1.5896 -0.9517
N 0.1152 0.6457 -0.0768
N -0.3319 0.1403 0.9681
N 1.6990 2.4964 -0.3359
C 0.9459 1.6609 -0.1143
H -1.2949 -0.9333 -1.5807

Properties
<S²>   2.021
Energy relative to the best compared isomer or geometry (same formula, charge and spin)   6.560 eV
Multiplicity   3
Total charge   0
LUMO (alpha / beta)   0.0 / -4.0 eV
Highest occupied orbital energy (alpha / beta)   -7.845 / -10.986 eV

Atomic partial charges in e from the Löwdin method, atoms 1 to 6: 0.98 0.16 -0.30 -0.50 0.11 -0.44

---

(2)
ORCA calculation (the ωB97M-V functional and the def2-TZVPD basis) on a structure of composition CHN3O4.

Geometry (Å):
O 2.9073 1.3215 0.7966
O -3.1054 0.2135 0.0096
O -1.0686 -0.8787 -0.6439
O -1.0938 0.8961 0.8205
N -0.0502 -1.1787 0.0113
N 1.5654 0.2634 -0.8132
N -1.9543 0.3187 0.2454
C 2.1686 0.7399 0.0913
H 0.6310 -1.6957 -0.5177

Properties
Energy relative to the best compared isomer or geometry (same formula, charge and spin)   2.507 eV
Total charge   0
LUMO (alpha / beta)   -2.5 / -1.5 eV
Highest occupied orbital energy (alpha / beta)   -9.363 / -10.175 eV

Atomic partial charges in e from the Löwdin method, atoms 1 to 6: 0.11 0.21 -0.05 0.19 0.09 0.13

---

(3)
ORCA calculation (the ωB97M-V functional and the def2-TZVPD basis) on the ion CHN4 with charge -1.

Geometry (Å):
N -1.5657 0.3414 0.5017
N -0.5347 -1.2932 -0.7642
N -1.7204 -1.6903 -0.7797
N -2.6257 -1.1385 -0.2247
C -0.5054 -0.1431 0.0316
H 0.5070 0.1303 0.0719

Properties
Energy relative to the best compared isomer or geometry (same formula, charge and spin)   2.950 eV
Total charge   -1
LUMO (alpha / beta)   5.1 / 5.1 eV
Highest occupied orbital energy (alpha / beta)   -3.702 / -3.702 eV

Now the Löwdin charges, all in e: -0.01 -0.14 -0.33 -0.02 -0.52 0.03

---

(4)
ORCA calculation (the ωB97M-V functional and the def2-TZVPD basis) on the ion CHN4O2 with charge -1.

Geometry (Å):
O -1.5806 -1.2475 0.0660
O -2.5772 0.7656 0.1079
N 2.9523 0.8484 0.1864
N 0.7170 -0.2441 -0.3394
N -0.4368 0.6848 -0.1501
N -1.5472 0.0161 0.0113
C 1.9045 0.3944 0.1064
H 0.5679 -1.2178 0.0115

Properties
Energy relative to the best compared isomer or geometry (same formula, charge and spin)   4.197 eV
Total charge   -1
LUMO   4.2 eV
Highest occupied orbital energy   -4.280 eV
SMILES   N#CNN=[N+]([O-])[O-]

Atomic partial charges in e from the Löwdin method, atoms 1 to 6: -0.12 -0.14 0.07 -0.04 0.02 -0.55

---

(5)
ORCA calculation (the ωB97M-V functional and the def2-TZVPD basis) on a cluster of 2 separate species, CHN4O2 in total.

Geometry (Å):
O -3.1504 0.6767 -0.0975
O -2.5456 -1.4573 0.2145
N 1.8279 -0.4749 0.0739
N -1.1122 0.2645 0.0742
N -2.2731 -0.2698 0.0788
N 3.7380 0.9873 -0.0506
C 2.7106 0.3968 -0.0966
H 0.8047 -0.1233 -0.1966

Properties
Energy relative to the best compared isomer or geometry (same formula, charge and spin)   6.433 eV
Total charge   -1
LUMO (alpha / beta)   3.9 / 0.9 eV
Highest occupied orbital energy (alpha / beta)   -4.523 / -4.668 eV

Atomic partial charges in e from the Löwdin method, atoms 1 to 6: -0.16 -0.08 0.16 0.09 -0.70 0.12

---

(6)
ORCA calculation (the ωB97M-V functional and the def2-TZVPD basis) on the ion CHN4O2 with charge +1.

Geometry (Å):
O -4.4989 0.0571 0.1023
O -0.3218 2.6302 -0.0167
N -2.2898 -0.2964 0.1327
N -1.1460 -0.6524 -0.1999
N -0.0804 0.2570 -0.0350
N -3.3790 -0.0214 -0.1735
C -0.1571 1.5105 -0.0325
H 0.8131 -0.2447 0.0172

Properties
<S²>   2.009
Energy relative to the best compared isomer or geometry (same formula, charge and spin)   0.739 eV
Multiplicity   3
Total charge   +1
LUMO (alpha / beta)   -6.5 / -7.6 eV
Highest occupied orbital energy (alpha / beta)   -12.559 / -16.202 eV

Atomic partial charges in e from the Löwdin method, atoms 1 to 6: 0.25 0.39 0.02 0.13 0.14 -0.05

---

(7)
ORCA calculation (the ωB97M-V functional and the def2-TZVPD basis) on a cluster of 2 separate species, CHNO2PS in total.

Geometry (Å):
S 2.2373 0.6254 -2.5956
P 2.0807 -0.7466 -1.2630
O -0.7554 -0.3404 -0.2562
O 3.1567 -0.9085 -0.3080
N 0.6913 -2.8524 -2.5903
C 1.4205 -2.2368 -1.8983
H -0.5627 -0.6889 -1.1942

Properties
Energy relative to the best compared isomer or geometry (same formula, charge and spin)   4.236 eV
Total charge   -1
LUMO   2.1 eV
Highest occupied orbital energy   -4.471 eV

Atomic partial charges in e from the Löwdin method, atoms 1 to 6: 0.21 0.15 -0.50 -0.42 0.10 -0.39

---

(8)
ORCA calculation (the ωB97M-V functional and the def2-TZVPD basis) on a cluster of 2 separate species, CHNO3P in total.

Geometry (Å):
P -0.8940 0.9362 -0.0434
O -2.2156 1.5680 -0.2447
O 2.9714 1.9189 -0.1187
O 1.8851 -0.0870 0.2064
N 0.3629 1.9715 -0.4937
C 2.2859 0.9939 -0.0056
H 0.1698 2.8898 -0.8439

Properties
Energy relative to the best compared isomer or geometry (same formula, charge and spin)   0.398 eV
Total charge   -1
LUMO   4.0 eV
Highest occupied orbital energy   -4.026 eV

Atomic partial charges in e from the Löwdin method, atoms 1 to 6: 0.53 -0.65 0.10 0.04 -0.33 -0.62

---

Q: The highest total charge belongs to which entry?
A: number 6

---

Q: Which formula does entry 1 have?
A: CHN3O3S

---

Repeat the fourth record exactly.
ORCA calculation (the ωB97M-V functional and the def2-TZVPD basis) on the ion CHN4O2 with charge -1.

Geometry (Å):
O -1.5806 -1.2475 0.0660
O -2.5772 0.7656 0.1079
N 2.9523 0.8484 0.1864
N 0.7170 -0.2441 -0.3394
N -0.4368 0.6848 -0.1501
N -1.5472 0.0161 0.0113
C 1.9045 0.3944 0.1064
H 0.5679 -1.2178 0.0115

Properties
Energy relative to the best compared isomer or geometry (same formula, charge and spin)   4.197 eV
Total charge   -1
LUMO   4.2 eV
Highest occupied orbital energy   -4.280 eV
SMILES   N#CNN=[N+]([O-])[O-]

Atomic partial charges in e from the Löwdin method, atoms 1 to 6: -0.12 -0.14 0.07 -0.04 0.02 -0.55